Entry 1:
Below is a single C9H8ClPS molecule at a distorted geometry, with properties calculated with wB97M-V/def2-TZVPD.

```
20
Properties=species:S:1:pos:R:3:forces:R:3:lowdin_charge:R:1
C 2.7952 -0.1371 -1.2335 -0.1 1.0 1.7 -0.10
C 1.8291 -1.0578 -1.4495 -3.0 0.4 -0.8 -0.08
C 2.4784 1.0056 -0.5068 1.5 1.3 -0.6 -0.04
C 0.4989 -0.7063 -1.0600 0.2 -4.0 -0.9 -0.12
C 0.6284 2.4681 0.5715 1.1 -0.4 -0.6 -0.24
C 1.2048 1.3118 -0.1048 -0.1 1.2 0.9 -0.29
C 0.2403 0.3769 -0.2999 -1.4 -1.6 -0.7 -0.54
C -0.6498 2.4604 0.9410 -0.7 2.3 1.1 -0.25
C -2.6470 -1.6186 1.6582 -3.9 2.0 0.5 -0.42
P -2.7171 -1.1767 -0.1213 1.8 0.9 0.7 0.44
S -1.2917 0.7427 0.4415 -0.1 -1.4 -0.7 0.81
Cl -4.3773 -0.1374 -0.2865 -1.3 0.5 -0.1 0.23
H 3.8218 -0.2309 -1.4079 1.3 -0.6 -0.8 0.09
H 1.8911 -1.9025 -2.1016 0.5 -0.5 0.0 0.09
H 3.3052 1.7234 -0.3738 -0.6 -0.2 0.2 0.12
H -0.3194 -1.4831 -1.2775 1.3 1.3 0.3 0.08
H 1.2708 3.3385 0.6819 -0.4 0.2 0.4 0.10
H -3.0362 -0.6941 2.3084 1.0 -2.2 -1.3 0.09
H -1.6345 -1.7739 1.7822 2.1 -0.6 0.8 -0.02
H -3.2910 -2.5091 1.8386 0.6 0.5 0.0 0.05
```
Forces are in eV/Å.

Highest occupied orbital energy (alpha / beta), eV: -7.962 / -7.970
Calculated total energy, Ha: -1547.32384
SMILES: CP(Cl)#S1=C=Cc2ccccc21
Net charge: 0
Energy above the lowest of the compared OMol25 structures with the same formula, charge and spin, eV: 0.8140



Entry 2:
Below is a single C9H8F9NO3S molecule at a distorted geometry, with properties calculated with wB97M-V/def2-TZVPD.

```
31
Properties=species:S:1:pos:R:3:forces:R:3:lowdin_charge:R:1
C -3.4194 0.4197 1.4821 2.0 1.9 -6.5 0.13
C -3.0990 0.7409 0.2341 0.2 -1.2 7.0 -0.14
N -2.1989 1.1083 -0.9146 -3.0 -0.4 3.0 -0.22
C -2.3454 0.1029 -2.0260 0.5 -0.2 -3.0 -0.16
C -0.8952 -0.4491 -2.5470 -1.3 -0.1 -0.7 -0.16
O -0.2165 -1.2923 -1.5789 0.8 1.9 -0.2 -0.15
C 0.5465 -0.4972 -0.6210 -1.1 0.4 0.8 -0.09
C 1.9984 -1.0988 -0.2697 -0.7 -0.2 -2.7 -0.21
F 1.9705 -2.4994 0.0860 0.2 3.5 -0.3 0.05
F 2.7787 -1.0237 -1.5093 -1.7 -0.3 3.2 0.03
C 2.6947 -0.1477 0.8369 2.6 1.1 -0.2 -0.17
F 1.9820 1.0739 1.1130 1.5 -3.3 -0.9 0.07
F 3.9869 0.2483 0.2744 -3.3 -0.9 1.7 0.05
C 3.0181 -0.8603 2.2486 1.7 1.1 2.1 -0.18
F 3.5828 0.1694 3.1203 -1.4 -2.5 -2.4 0.04
F 4.0565 -1.8831 2.1538 -3.2 2.7 -0.1 0.05
C 1.7362 -1.4600 3.0259 -0.4 -1.0 2.0 -0.12
F 0.4988 -0.7676 2.7691 3.2 -1.5 0.2 0.01
F 1.9509 -1.3741 4.4727 -0.4 0.1 -3.7 0.00
S -2.4792 2.7327 -1.4396 0.6 3.3 -4.8 0.83
O -3.8364 2.9678 -2.0524 3.8 -0.9 3.0 -0.29
O -1.3356 3.0971 -2.3846 -3.5 -1.7 3.9 -0.31
F -2.2575 3.7095 -0.0532 -0.7 -2.7 -2.5 -0.20
H -3.6581 0.1730 2.5918 0.3 0.5 -2.9 0.08
H -3.0692 -0.7615 -1.7978 1.3 1.6 0.2 0.15
H -2.7961 0.6666 -2.9470 0.7 -1.1 1.5 0.14
H -0.2761 0.4411 -2.9324 -0.7 -1.3 0.9 0.14
H -1.1370 -1.1111 -3.4744 0.4 1.0 1.7 0.15
H -0.1265 -0.4129 0.3315 1.6 -0.2 -1.4 0.15
H 0.6756 0.5917 -0.9985 0.2 -1.9 0.6 0.15
H 1.6697 -2.6038 2.8059 -0.3 2.3 0.2 0.19
```
Forces are in eV/Å.

Highest occupied orbital energy, eV: -10.400
Calculated total energy, Ha: -1924.89095
SMILES: C#CN(CCOCC(F)(F)C(F)(F)C(F)(F)C(F)F)S(=O)(=O)F
Net charge: 0



Entry 3:
Below is a single C9H8N2 molecule at a distorted geometry, with properties calculated with wB97M-V/def2-TZVPD.

```
19
Properties=species:S:1:pos:R:3:forces:R:3:lowdin_charge:R:1
C -1.4334 -0.5755 -0.2842 1.0 -0.9 2.0 -0.26
C -2.0720 0.3890 -1.0219 -0.3 -1.3 1.3 -0.05
C -1.4075 1.5534 -1.3846 -2.0 -0.3 -1.0 -0.10
C -0.1678 1.7198 -0.9225 2.3 3.0 -2.5 -0.09
C 0.5691 0.8065 -0.2043 0.3 -3.2 1.2 -0.16
C 1.9858 0.8724 0.0004 -0.1 0.2 1.6 -0.08
C 1.9512 -1.0078 1.3527 0.0 2.5 -0.8 -0.11
C 0.6205 -1.2572 1.1190 0.7 0.7 -1.4 -0.02
C -0.0884 -0.4149 0.2271 0.4 2.5 -1.1 -0.09
H -2.9706 -1.9129 -0.1741 1.2 0.1 0.9 0.11
H -1.9370 -1.8201 1.2068 -0.4 -0.2 0.2 0.08
H -3.1433 0.2972 -1.0700 -0.3 -0.1 -0.7 0.11
H -1.9620 2.1651 -2.1275 0.9 0.2 0.9 0.12
H 0.4047 2.5522 -1.3957 -0.3 -0.4 0.7 0.13
H 2.4748 1.7404 -0.4635 0.2 -0.5 0.3 0.11
H 2.5652 -1.5179 2.0259 0.4 -1.3 0.9 0.08
H 0.1475 -2.1423 1.4228 -0.3 -1.1 0.7 0.08
N -2.0086 -1.7692 0.2070 -1.8 0.2 -1.7 0.07
N 2.6765 0.0728 0.8338 -2.2 -0.1 -1.6 0.06
```
Forces are in eV/Å.

Highest occupied orbital energy, eV: -8.144
Calculated total energy, Ha: -457.24319
SMILES: Nc1cccc2cnccc12
Net charge: 0
Energy above the lowest of the compared OMol25 structures with the same formula, charge and spin, eV: 0.9654



Entry 4:
Below is a single C9H8N2 molecule at a distorted geometry, with properties calculated with wB97M-V/def2-TZVPD.

```
19
Properties=species:S:1:pos:R:3:forces:R:3:lowdin_charge:R:1
C 0.7402 -2.7515 -1.0667 1.1 -0.1 0.9 -0.07
C 0.8074 -1.2919 -0.7895 -0.8 4.6 -1.4 -0.20
C 1.5283 -0.3633 -1.5778 0.6 -0.4 0.6 -0.05
C -0.0326 0.9169 -0.0054 -2.3 0.1 3.3 -0.21
C -0.6266 1.7476 1.0222 -0.1 -2.7 -0.2 -0.02
C -1.3638 1.2617 2.1030 -1.7 -1.9 -2.0 -0.04
C -1.8916 -0.1180 1.8860 1.1 1.1 -0.9 -0.03
C -1.2670 -0.8627 0.8544 -1.4 -2.2 2.1 -0.09
C -0.2581 -0.5062 0.0207 4.3 2.6 -2.0 -0.12
H -0.3704 -2.7083 -1.1032 0.6 -1.9 -0.3 0.09
H 1.2953 -3.0667 -2.0268 -1.2 0.6 1.5 0.11
H 1.2288 -3.3111 -0.1651 -1.4 0.6 -1.6 0.12
H 2.3331 -0.6438 -2.3477 -1.5 0.1 1.4 0.12
H -0.3309 2.6894 0.6882 0.0 2.2 1.0 0.08
H -1.7942 1.8683 2.9003 0.3 0.0 -0.3 0.09
H -2.7997 -0.5677 2.4069 1.7 0.8 -0.4 0.12
H -1.4014 -1.9346 0.7524 -1.0 -0.2 0.5 0.10
N 1.5041 1.0724 -1.4887 3.9 -3.2 -4.3 -0.02
N 0.7848 1.7103 -0.7665 -2.3 -0.1 2.1 0.02
```
Forces are in eV/Å.

Highest occupied orbital energy, eV: -8.800
Calculated total energy, Ha: -457.12976
SMILES: Cc1cnnc2ccccc12
Net charge: 0
Energy above the lowest of the compared OMol25 structures with the same formula, charge and spin, eV: 4.0522



Entry 5:
Below is a molecular structure, C9H8N2O at a distorted geometry, with properties calculated with wB97M-V/def2-TZVPD.

```
20
Properties=species:S:1:pos:R:3:forces:R:3:lowdin_charge:R:1
C 0.3748 -1.3466 -0.0334 -3.7 0.5 -0.1 -0.27
C 1.7645 -0.8119 -0.0070 2.0 0.7 -3.7 -0.25
C 2.5071 -0.6296 -1.2245 0.4 0.8 2.6 0.10
C 2.2268 -0.1872 1.2542 0.5 0.4 2.6 -0.16
C -0.6511 -0.0992 -0.0432 0.5 -1.1 -2.0 -0.20
C -1.0560 0.3607 1.1673 0.4 2.3 -0.1 -0.04
C -1.7630 1.5657 1.2100 -2.5 0.8 -0.6 -0.09
C -2.0054 1.5923 -1.1064 1.2 -1.3 1.7 -0.13
C -1.0878 0.5267 -1.2084 -0.2 -0.2 0.6 -0.04
H -0.9204 -2.7757 0.9036 4.2 3.7 2.0 0.27
H 0.1177 -1.9088 -1.0662 1.0 0.7 2.7 0.18
H 2.4064 -0.8809 -2.3753 -0.6 0.1 3.0 0.11
H 3.4626 -0.0292 -1.0133 -1.4 -1.0 -0.6 0.08
H -0.4937 -0.1244 1.8972 0.0 0.0 2.2 0.08
H -1.9856 2.2568 2.0877 0.5 -1.7 -0.8 0.13
H -2.1799 2.1131 -2.0210 -1.1 0.4 -0.3 0.09
H -0.7338 0.1161 -2.1425 0.0 0.4 -0.4 0.10
N 2.4979 0.2150 2.3377 -0.9 -1.3 -4.0 0.17
N -2.4378 2.0470 0.1036 2.3 -0.1 -0.5 0.04
O -0.0432 -2.0000 1.2799 -2.6 -4.1 -4.4 -0.17
```
Forces are in eV/Å.

Highest occupied orbital energy, eV: -9.564
Calculated total energy, Ha: -532.33324
Net charge: 0
Energy above the lowest of the compared OMol25 structures with the same formula, charge and spin, eV: 5.2663



Entry 6:
Below is a single C9H8N2O molecule at a distorted geometry, with properties calculated with wB97M-V/def2-TZVPD.

```
20
Properties=species:S:1:pos:R:3:forces:R:3:lowdin_charge:R:1
C -0.9309 -3.3823 -0.2624 -2.6 2.1 1.6 -0.02
C -0.7510 -1.7968 -0.3918 1.3 -2.3 0.9 -0.26
C -0.5156 0.9909 -0.1332 0.8 -2.2 0.6 -0.18
C -0.5099 2.3486 0.1828 -0.8 0.2 -0.2 -0.03
C 0.7128 3.0220 0.2768 -0.7 1.9 -0.2 -0.09
C 1.9012 2.3110 0.2981 0.5 -0.4 1.1 -0.10
C 1.7967 0.9373 0.2589 3.2 -2.3 1.3 -0.04
C 0.6865 0.1646 -0.0018 -2.3 3.7 -0.8 -0.08
C 0.5966 -1.2384 -0.2162 1.6 -3.2 -0.2 -0.32
H -0.6113 -3.7090 0.7776 0.4 0.4 -1.5 0.08
H -0.4406 -3.9083 -1.0977 -0.5 0.0 0.6 0.07
H -2.1248 -3.4695 -0.1172 2.7 -0.2 -1.2 0.11
H -2.7003 0.6125 -0.3665 3.2 0.2 -0.2 0.20
H -1.5447 2.7186 0.3864 1.2 0.5 -0.5 0.12
H 0.8195 4.1606 0.3132 -0.7 -1.8 0.3 0.13
H 2.8461 2.7885 0.6609 -0.9 -0.5 -0.8 0.12
H 2.6559 0.2769 0.6085 -0.6 1.2 -0.9 0.15
N -1.7641 -1.0627 -0.4696 -1.6 1.0 -0.3 0.08
N -1.6560 0.3007 -0.4565 -3.5 -0.2 0.4 0.02
O 1.5339 -2.0652 -0.2504 -0.7 1.8 0.2 0.05
```
Forces are in eV/Å.

Highest occupied orbital energy, eV: -8.541
Calculated total energy, Ha: -532.43993
SMILES: Cc1n[nH]c2ccccc2c1=O
Net charge: 0
Energy above the lowest of the compared OMol25 structures with the same formula, charge and spin, eV: 2.3631



> Number 2 is which compound?

C9H8F9NO3S



Repeat the fourth record exactly.
Below is a single C9H8N2 molecule at a distorted geometry, with properties calculated with wB97M-V/def2-TZVPD.

```
19
Properties=species:S:1:pos:R:3:forces:R:3:lowdin_charge:R:1
C 0.7402 -2.7515 -1.0667 1.1 -0.1 0.9 -0.07
C 0.8074 -1.2919 -0.7895 -0.8 4.6 -1.4 -0.20
C 1.5283 -0.3633 -1.5778 0.6 -0.4 0.6 -0.05
C -0.0326 0.9169 -0.0054 -2.3 0.1 3.3 -0.21
C -0.6266 1.7476 1.0222 -0.1 -2.7 -0.2 -0.02
C -1.3638 1.2617 2.1030 -1.7 -1.9 -2.0 -0.04
C -1.8916 -0.1180 1.8860 1.1 1.1 -0.9 -0.03
C -1.2670 -0.8627 0.8544 -1.4 -2.2 2.1 -0.09
C -0.2581 -0.5062 0.0207 4.3 2.6 -2.0 -0.12
H -0.3704 -2.7083 -1.1032 0.6 -1.9 -0.3 0.09
H 1.2953 -3.0667 -2.0268 -1.2 0.6 1.5 0.11
H 1.2288 -3.3111 -0.1651 -1.4 0.6 -1.6 0.12
H 2.3331 -0.6438 -2.3477 -1.5 0.1 1.4 0.12
H -0.3309 2.6894 0.6882 0.0 2.2 1.0 0.08
H -1.7942 1.8683 2.9003 0.3 0.0 -0.3 0.09
H -2.7997 -0.5677 2.4069 1.7 0.8 -0.4 0.12
H -1.4014 -1.9346 0.7524 -1.0 -0.2 0.5 0.10
N 1.5041 1.0724 -1.4887 3.9 -3.2 -4.3 -0.02
N 0.7848 1.7103 -0.7665 -2.3 -0.1 2.1 0.02
```
Forces are in eV/Å.

Highest occupied orbital energy, eV: -8.800
Calculated total energy, Ha: -457.12976
SMILES: Cc1cnnc2ccccc12
Net charge: 0
Energy above the lowest of the compared OMol25 structures with the same formula, charge and spin, eV: 4.0522